A molecular structure, C16H31O8Rb at a distorted geometry, computed with wB97M-V/def2-TZVPD.

Cartesian coordinates (Å):
Rb -1.77 -1.01 3.76
O -0.29 0.59 -0.57
C -0.22 0.73 0.70
O 0.03 -0.15 1.52
O -0.43 1.90 1.04
H -0.44 1.48 -0.23
C -3.55 -2.22 -0.89
C -2.82 -2.76 0.30
O -3.43 -2.90 1.39
C -1.32 -3.06 0.22
H -4.10 -3.06 -1.32
H -2.90 -1.76 -1.63
H -4.24 -1.52 -0.42
H -0.91 -3.17 1.22
H -0.84 -2.26 -0.35
H -1.21 -3.95 -0.39
C -0.87 4.12 -1.82
C 0.22 4.57 -0.82
O 0.01 5.41 0.02
C 1.55 3.89 -1.07
H -1.91 4.38 -1.65
H -0.75 3.04 -1.73
H -0.63 4.41 -2.85
H 1.55 2.81 -0.88
H 2.16 4.59 -0.50
H 1.97 3.87 -2.08
C -4.65 3.76 -3.45
C -4.14 2.36 -3.62
O -3.88 1.94 -4.76
C -3.76 1.59 -2.45
H -5.13 4.06 -4.38
H -3.84 4.47 -3.27
H -5.41 3.91 -2.68
H -4.66 1.47 -1.85
H -2.84 1.84 -1.93
H -3.57 0.60 -2.85
C 2.91 -0.64 -0.38
C 4.42 -0.66 -0.32
O 5.05 0.36 -0.60
C 5.16 -1.93 0.15
H 2.47 0.02 0.36
H 2.68 -1.64 -0.01
H 2.51 -0.46 -1.38
H 6.25 -1.98 0.13
H 4.83 -2.80 -0.43
H 4.78 -2.21 1.13
C 2.86 -3.66 5.37
C 2.01 -3.34 4.14
O 0.81 -3.64 4.11
C 2.70 -2.69 2.96
H 2.14 -4.02 6.11
H 3.43 -2.80 5.71
H 3.54 -4.45 5.06
H 3.61 -2.21 3.32
H 2.01 -1.87 2.75
H 2.82 -3.34 2.10

Values from the calculation:
2S+1 ... 2
Largest force on an atom ... 8.7 eV Å⁻¹
E_tot ... -34119.1358 eV
Total charge ... +1
Expectation value of S² ... 0.7580

---

A single C5H8O molecule at a distorted geometry, computed with wB97M-V/def2-TZVPD.

Cartesian coordinates (Å):
C 1.70 -0.23 -0.41
C 0.31 0.05 0.02
C -0.77 0.92 -0.68
C -1.19 0.61 0.75
C -0.72 -0.96 0.50
O 0.12 0.88 1.26
H 2.24 0.70 -0.59
H 1.67 -0.83 -1.33
H 2.22 -0.80 0.37
H -0.47 1.94 -0.90
H -1.38 0.46 -1.47
H -2.05 0.38 1.31
H -0.47 -1.53 1.41
H -1.22 -1.61 -0.24

Values from the calculation:
Largest force on an atom ... 3.3 eV Å⁻¹
E_tot ... -7358.5648 eV
Total charge ... 0
Energy above the lowest of the compared OMol25 structures with the same formula, charge and spin ... 356.1 kJ/mol